(1)
# C39H51BCaN6OS2Si3

A structure of composition C39H51BCaN6OS2Si3 (the ωB97M-V functional and the def2-TZVPD basis, the Open Molecules 2025 dataset).

## Properties
Molecular weight in g mol⁻¹: 819.16
DFT total energy in hartree: -4287.8262
Charge: -2
Multiplicity: 1
LUMO (spin up / spin down) in Eh: 0.1394 / 0.1396

Geometry (Å):
Ca  -0.768  -0.392  1.001
C  2.719  -1.596  4.508
Si  2.615  -0.234  3.155
C  4.266  -0.143  2.231
C  2.578  1.394  4.207
C  3.583  1.584  5.176
C  3.652  2.786  5.888
C  2.745  3.792  5.655
C  1.711  3.589  4.740
C  1.605  2.431  4.004
Si  0.134  2.322  2.761
C  -1.424  2.359  3.789
C  0.288  3.710  1.544
H  3.637  -1.309  5.053
H  2.860  -2.596  4.069
H  1.890  -1.627  5.230
H  5.016  0.219  2.949
H  4.198  0.589  1.393
H  4.611  -1.118  1.840
H  4.336  0.809  5.373
H  4.433  2.882  6.647
H  2.816  4.728  6.202
H  1.039  4.429  4.564
H  -1.351  3.288  4.407
H  -1.479  1.536  4.515
H  -2.376  2.389  3.226
H  0.266  4.664  2.087
H  -0.544  3.667  0.812
H  1.251  3.662  0.997
B  -3.956  -0.603  1.944
N  -3.796  -1.418  0.614
C  -4.783  -2.048  -0.021
C  -4.301  -2.588  -1.231
C  -2.944  -2.241  -1.246
N  -2.633  -1.521  -0.103
N  -2.960  -1.120  3.052
C  -3.329  -1.858  4.087
C  -2.186  -2.470  4.659
C  -1.129  -2.006  3.886
N  -1.613  -1.199  2.888
H  -5.120  -0.690  2.362
H  -3.579  0.540  1.762
H  -5.761  -2.106  0.448
H  -4.878  -3.104  -1.976
H  -2.204  -2.440  -2.000
H  -4.379  -1.915  4.350
H  -2.182  -3.074  5.550
H  -0.065  -2.216  3.908
C  2.212  -2.371  -1.984
Si  1.220  -2.677  -0.404
C  2.137  -3.515  1.009
C  -0.095  -4.013  -0.848
C  -0.376  -4.395  -2.180
C  -1.399  -5.308  -2.475
C  -2.166  -5.842  -1.443
C  -1.916  -5.462  -0.139
C  -0.887  -4.582  0.161
H  2.292  -3.346  -2.535
H  3.250  -2.066  -1.730
H  1.738  -1.643  -2.667
H  2.423  -4.541  0.703
H  1.527  -3.573  1.942
H  3.083  -2.948  1.173
H  0.164  -3.939  -3.004
H  -1.569  -5.626  -3.493
H  -2.942  -6.564  -1.666
H  -2.522  -5.840  0.695
H  -0.736  -4.288  1.199
O  -0.940  1.264  -0.551
S  -2.184  1.076  -1.503
C  -2.643  2.676  -2.159
C  -4.006  2.838  -2.428
C  -4.441  3.885  -3.240
C  -3.512  4.809  -3.722
C  -2.178  4.673  -3.429
C  -1.730  3.619  -2.619
C  -1.489  0.442  -3.049
C  -0.126  0.447  -3.325
C  0.324  0.106  -4.599
C  -0.577  -0.379  -5.538
C  -1.921  -0.523  -5.216
C  -2.382  -0.144  -3.963
H  -4.690  2.072  -2.052
H  -5.484  3.957  -3.534
H  -3.847  5.663  -4.299
H  -1.433  5.344  -3.826
H  -0.670  3.481  -2.407
H  0.551  0.829  -2.547
H  1.381  0.279  -4.846
H  -0.250  -0.643  -6.535
H  -2.594  -0.965  -5.926
H  -3.440  -0.218  -3.678
S  3.290  2.546  -0.391
C  3.800  2.268  -1.949
N  3.776  1.067  -2.574
C  4.261  1.126  -3.921
C  4.609  2.611  -4.121
N  4.271  3.195  -2.813
H  3.318  0.266  -2.123
H  3.515  0.757  -4.634
H  5.159  0.479  -4.034
H  4.022  3.095  -4.911
H  5.695  2.730  -4.358
H  4.616  4.073  -2.447

(2)
# C39H51N5P2SV

A structure of composition C39H51N5P2SV (the ωB97M-V functional and the def2-TZVPD basis, the Open Molecules 2025 dataset).

## Properties
Molecular weight in g mol⁻¹: 734.83
DFT total energy in hartree: -3815.4640
Multiplicity: 4
LUMO (spin up / spin down) in Eh: 0.0159 / -0.0180
<S²>: 3.78

Geometry (Å):
V  0.775  0.297  0.086
N  4.741  -1.155  0.696
C  3.627  -0.560  0.149
S  2.988  0.903  0.901
N  3.071  -1.124  -0.879
N  1.954  -0.333  -1.254
C  2.053  0.355  -2.404
C  3.011  -0.013  -3.466
C  3.895  0.912  -4.023
C  4.789  0.526  -5.015
C  4.814  -0.789  -5.460
C  3.946  -1.720  -4.900
C  3.057  -1.336  -3.910
C  1.347  1.605  -2.361
C  1.277  2.542  -3.407
C  0.791  3.800  -3.157
C  0.378  4.137  -1.861
C  0.393  3.161  -0.900
N  0.815  1.901  -1.132
H  5.296  -0.561  1.286
H  5.254  -1.762  0.076
H  3.905  1.931  -3.656
H  5.473  1.255  -5.433
H  5.511  -1.089  -6.233
H  3.963  -2.750  -5.236
H  2.383  -2.061  -3.467
H  1.618  2.259  -4.395
H  0.739  4.530  -3.958
H  0.024  5.130  -1.618
H  0.035  3.366  0.097
C  2.217  -0.900  3.811
C  1.728  -2.171  3.110
C  2.883  -3.154  2.911
P  0.766  -1.776  1.549
C  0.775  -3.407  0.626
C  0.470  -3.212  -0.868
C  -0.127  -4.482  1.225
C  -0.922  -1.583  2.245
C  -1.499  -2.412  3.208
C  -2.792  -2.240  3.676
C  -3.372  -3.136  4.743
C  -3.526  -1.195  3.122
C  -2.984  -0.346  2.173
C  -1.659  -0.501  1.731
N  -1.060  0.332  0.764
C  -1.867  1.396  0.245
C  -2.242  2.463  1.061
C  -2.984  3.518  0.558
C  -3.360  3.550  -0.785
C  -4.139  4.714  -1.347
C  -2.994  2.480  -1.586
C  -2.272  1.388  -1.100
P  -1.750  -0.074  -2.091
C  -1.737  0.527  -3.864
C  -3.051  0.662  -4.643
C  -0.806  -0.414  -4.640
C  -3.271  -1.175  -2.067
C  -4.598  -0.457  -1.829
C  -3.115  -2.323  -1.060
H  2.512  -1.143  4.835
H  1.443  -0.132  3.856
H  3.073  -0.468  3.295
H  0.994  -2.624  3.767
H  3.560  -2.823  2.119
H  2.537  -4.164  2.678
H  3.465  -3.211  3.837
H  1.807  -3.742  0.713
H  -0.357  -2.522  -1.036
H  0.204  -4.174  -1.322
H  1.338  -2.815  -1.388
H  -1.178  -4.186  1.185
H  0.122  -4.704  2.268
H  -0.012  -5.408  0.653
H  -0.933  -3.248  3.603
H  -2.848  -4.093  4.785
H  -4.429  -3.338  4.559
H  -3.296  -2.676  5.732
H  -4.556  -1.042  3.436
H  -3.601  0.440  1.759
H  -1.928  2.457  2.099
H  -3.261  4.340  1.211
H  -4.912  5.041  -0.650
H  -4.623  4.447  -2.288
H  -3.489  5.571  -1.540
H  -3.278  2.508  -2.631
H  -1.263  1.509  -3.808
H  -3.583  -0.291  -4.702
H  -2.826  0.966  -5.672
H  -3.736  1.401  -4.232
H  -1.267  -1.403  -4.754
H  0.151  -0.551  -4.136
H  -0.612  -0.025  -5.645
H  -3.276  -1.618  -3.067
H  -4.615  -0.003  -0.835
H  -5.418  -1.179  -1.880
H  -4.797  0.330  -2.557
H  -3.027  -1.950  -0.038
H  -2.238  -2.935  -1.273
H  -3.995  -2.974  -1.098

(3)
# C39H52BaN5O3P4

A structure of composition C39H52BaN5O3P4 (the ωB97M-V functional and the def2-TZVPD basis, the Open Molecules 2025 dataset).

## Properties
Molecular weight in g mol⁻¹: 900.10
DFT total energy in hartree: -3407.6105
Charge: +1
Multiplicity: 1
LUMO in Eh: -0.0760

Geometry (Å):
Ba  0.988  -0.096  1.017
C  -0.427  -1.868  5.773
N  0.280  -0.836  4.995
C  0.402  0.430  5.761
P  1.459  -1.170  3.954
O  1.796  0.043  3.073
O  0.792  -2.381  2.963
P  -0.405  -2.626  1.793
O  0.132  -2.112  0.474
N  -1.671  -1.671  2.354
C  -2.999  -2.020  1.739
C  -1.425  -0.193  2.166
N  -0.717  -4.176  1.787
C  -0.931  -4.921  0.524
C  -1.194  -4.898  2.976
N  2.804  -1.783  4.545
C  4.149  -1.284  4.161
C  2.812  -3.107  5.185
H  -1.424  -1.504  6.019
H  0.107  -2.083  6.702
H  -0.540  -2.782  5.198
H  -0.601  0.808  5.954
H  0.954  1.176  5.196
H  0.907  0.249  6.711
H  -3.157  -3.094  1.791
H  -3.047  -1.684  0.701
H  -3.768  -1.524  2.325
H  -0.430  -0.026  2.597
H  -2.162  0.426  2.672
H  -1.401  0.041  1.074
H  -0.582  -4.346  -0.323
H  -1.995  -5.133  0.412
H  -0.372  -5.854  0.583
H  -0.995  -4.340  3.887
H  -0.671  -5.851  3.041
H  -2.267  -5.081  2.898
H  4.086  -0.308  3.693
H  4.611  -1.975  3.456
H  4.751  -1.217  5.065
H  1.810  -3.422  5.469
H  3.421  -3.073  6.088
H  3.224  -3.847  4.499
C  1.295  2.814  -2.140
N  0.015  2.022  -2.277
P  0.646  0.477  -2.934
C  0.503  0.822  -4.712
C  1.670  1.297  -5.308
C  1.683  1.681  -6.646
C  0.526  1.576  -7.399
C  -0.640  1.077  -6.821
C  -0.651  0.700  -5.488
C  -0.589  -0.917  -2.861
C  -0.056  -2.009  -3.565
C  -0.759  -3.188  -3.737
C  -2.031  -3.327  -3.188
C  -2.553  -2.287  -2.442
C  -1.834  -1.101  -2.271
P  -0.934  2.205  -0.854
C  -1.000  3.994  -0.570
C  -0.997  4.417  0.751
C  -1.169  5.763  1.070
C  -1.330  6.688  0.054
C  -1.320  6.272  -1.277
C  -1.163  4.934  -1.589
C  -2.632  1.920  -1.448
C  -3.624  1.642  -0.514
C  -4.940  1.439  -0.918
C  -5.263  1.510  -2.267
C  -4.276  1.798  -3.202
C  -2.966  2.007  -2.796
H  1.818  2.802  -3.096
H  1.982  2.407  -1.388
H  1.062  3.851  -1.921
H  2.586  1.344  -4.731
H  2.601  2.047  -7.087
H  0.534  1.868  -8.442
H  -1.538  0.978  -7.416
H  -1.560  0.301  -5.054
H  0.927  -1.935  -4.021
H  -0.317  -3.991  -4.313
H  -2.597  -4.237  -3.343
H  -3.541  -2.365  -2.005
H  -2.318  -0.321  -1.699
H  -0.852  3.700  1.553
H  -1.165  6.080  2.105
H  -1.462  7.735  0.293
H  -1.438  7.000  -2.068
H  -1.163  4.617  -2.627
H  -3.375  1.594  0.542
H  -5.708  1.229  -0.186
H  -6.283  1.352  -2.594
H  -4.529  1.860  -4.253
H  -2.195  2.223  -3.526
C  6.312  0.353  -0.083
C  5.710  1.179  0.860
C  4.316  1.248  0.911
C  3.458  0.533  0.059
C  4.130  -0.274  -0.873
C  5.517  -0.379  -0.960
H  7.393  0.278  -0.137
H  6.324  1.764  1.537
H  3.913  1.924  1.673
H  3.565  -0.860  -1.602
H  5.977  -1.016  -1.707

(4)
# C39H53N4NaO3PSSi

A structure of composition C39H53N4NaO3PSSi (the ωB97M-V functional and the def2-TZVPD basis, the Open Molecules 2025 dataset).

## Properties
Molecular weight in g mol⁻¹: 740.00
DFT total energy in hartree: -3154.2791
Charge: -1
Multiplicity: 1
LUMO in Eh: 0.0460

Geometry (Å):
Na  0.348  0.070  0.133
C  1.256  -3.490  1.294
C  -0.177  -3.707  0.796
C  -1.146  -3.585  1.977
C  -0.300  -5.093  0.160
O  -0.444  -2.692  -0.136
Si  -1.659  -2.650  -1.271
S  -1.726  -0.739  -1.965
O  -1.423  -3.829  -2.412
C  -0.614  -3.739  -3.555
C  -1.352  -2.967  -4.655
C  -0.350  -5.181  -4.019
C  0.697  -3.021  -3.237
O  -2.955  -3.254  -0.456
C  -4.228  -3.575  -0.940
C  -4.273  -5.084  -1.229
C  -4.584  -2.813  -2.215
C  -5.222  -3.208  0.169
H  1.558  -4.295  1.961
H  1.309  -2.545  1.828
H  1.943  -3.437  0.452
H  -0.967  -4.375  2.703
H  -2.161  -3.650  1.598
H  -1.026  -2.617  2.462
H  -0.104  -5.877  0.890
H  0.406  -5.189  -0.662
H  -1.301  -5.213  -0.236
H  -2.278  -3.475  -4.923
H  -0.725  -2.886  -5.539
H  -1.589  -1.970  -4.288
H  -1.299  -5.682  -4.205
H  0.182  -5.736  -3.249
H  0.236  -5.185  -4.937
H  0.470  -1.978  -3.030
H  1.388  -3.085  -4.074
H  1.156  -3.448  -2.349
H  -3.483  -5.320  -1.937
H  -5.234  -5.370  -1.654
H  -4.109  -5.652  -0.314
H  -3.939  -3.134  -3.027
H  -4.422  -1.750  -2.065
H  -5.624  -2.996  -2.478
H  -4.966  -3.727  1.090
H  -6.233  -3.477  -0.126
H  -5.169  -2.138  0.351
N  4.073  -1.115  2.554
C  4.917  -0.921  1.484
C  4.172  -0.300  0.526
N  2.906  -0.105  0.953
C  2.854  -0.587  2.189
C  1.711  -0.503  3.013
N  0.583  0.093  2.651
C  -0.238  0.030  3.721
C  0.363  -0.621  4.760
N  1.615  -0.969  4.306
H  4.315  -1.569  3.417
H  5.943  -1.229  1.503
H  4.477  0.034  -0.446
H  -1.213  0.469  3.675
H  0.048  -0.846  5.759
H  2.300  -1.489  4.826
C  2.516  3.541  -4.374
C  3.190  3.456  -3.035
C  4.509  3.895  -2.958
C  5.212  3.901  -1.769
C  4.586  3.472  -0.610
C  3.292  2.999  -0.677
C  2.577  2.959  -1.875
P  0.941  2.128  -1.629
C  0.513  1.579  -3.315
C  -0.671  1.994  -3.912
C  -1.032  1.527  -5.162
C  -0.214  0.625  -5.818
C  0.948  0.177  -5.212
C  1.322  0.633  -3.958
C  2.556  0.110  -3.290
C  -0.118  3.551  -1.281
C  0.129  4.781  -1.871
C  -0.554  5.923  -1.500
C  -1.484  5.847  -0.455
C  -1.741  4.661  0.163
C  -1.120  3.433  -0.244
C  -1.490  2.247  0.318
H  2.860  4.426  -4.908
H  1.438  3.588  -4.271
H  2.753  2.665  -4.979
H  4.996  4.232  -3.865
H  6.240  4.237  -1.747
H  5.115  3.480  0.334
H  2.801  2.621  0.213
H  -1.312  2.680  -3.376
H  -1.952  1.865  -5.621
H  -0.484  0.249  -6.796
H  1.571  -0.544  -5.728
H  2.939  -0.770  -3.804
H  2.331  -0.151  -2.255
H  3.335  0.872  -3.274
H  0.879  4.854  -2.646
H  -0.358  6.865  -1.993
H  -1.998  6.747  -0.138
H  -2.460  4.613  0.972
H  -1.201  1.309  -0.128
H  -2.263  2.212  1.067

- Which value of molecular weight does entry 1 give?
  819.16 g mol⁻¹

- Number 3 is which compound?
  C39H52BaN5O3P4

- What is the formula in the fourth record?
  C39H53N4NaO3PSSi

- The highest multiplicity belongs to which entry?
  C39H51N5P2SV